DFT (the ωB97M-V functional and the def2-TZVPD basis) results for a cluster of 2 separate species, C5H10NO in total in a non-equilibrium geometry.

For the lowest unoccupied orbital energy, the calculation gives -8.61 eV. As for the energy above the lowest of the compared OMol25 structures with the same formula, charge and spin: 184.0 kcal/mol. For the HOMO energy, the calculation gives -13.939 eV. The charge is +1. As for the total energy: -8870.60278 eV.

CARTESIAN COORDINATES (ANGSTROEM)
O  1.366  -0.182  -1.419
C  1.922  -0.132  -0.352
C  1.547  0.709  0.852
C  0.058  0.283  1.244
C  -0.710  0.171  -0.008
C  -1.317  -1.018  -0.422
N  -1.079  1.369  -0.711
H  2.854  -0.683  -0.234
H  1.525  1.782  0.623
H  2.290  0.539  1.630
H  0.137  -0.702  1.728
H  -0.339  0.956  1.984
H  -2.185  -0.894  -1.074
H  -1.131  -2.009  -0.019
H  -1.760  -2.888  -1.683
H  -1.140  1.109  -1.700
H  -2.039  1.591  -0.440